ORCA calculation (ωB97M-V/def2-TZVPD) on the ion C3H4NO2S with charge +1 at a distorted geometry.

Geometry (Å):
C  -0.97507  0.30097  0.19166
C  -2.11199  -0.13290  -0.53650
C  -3.24722  -0.33356  -0.92216
N  0.28538  0.19147  0.07643
O  2.07758  -1.18731  0.71801
O  2.53389  1.15490  -0.10831
S  1.75964  -0.17241  -0.47240
H  -1.30526  0.87284  1.07121
H  2.34713  1.69624  0.67161
H  2.81797  -1.80196  0.64793
H  -4.18205  -0.58827  -1.33750

Summary:
M   118.14 Da
Kohn-Sham gap   9.36 eV
Energy above the lowest of the compared OMol25 structures with the same formula, charge and spin   311.7 kJ/mol
E   -719.71128 Ha
LUMO   -5.48 eV
Charge   +1



ORCA calculation (ωB97M-V/def2-TZVPD) on the molecule C3H4NOP at a distorted geometry.

Geometry (Å):
C  -1.92764  0.28930  0.94355
C  -0.58113  -0.67570  0.72166
C  0.67511  -0.51287  -0.08892
N  -1.30626  -0.78417  1.86104
O  -3.08619  2.59978  0.18137
P  -1.84639  2.23478  0.96434
H  -2.87732  0.21059  0.31382
H  1.29528  0.07533  0.57937
H  0.34433  0.29412  -0.70722
H  1.42409  -1.12689  -0.56467

Summary:
M   101.04 Da
Kohn-Sham gap   8.14 eV
Energy above the lowest of the compared OMol25 structures with the same formula, charge and spin   307.5 kJ/mol
E   -587.90926 Ha
SMILES   CC1=N[C@H]1P=O
LUMO   -0.91 eV



ORCA calculation (ωB97M-V/def2-TZVPD) on the molecule C3H4NP at a distorted geometry.

Geometry (Å):
C  -1.50946  -0.03141  -0.19588
C  2.22211  -0.15542  0.00834
C  -0.23834  -0.49184  -0.07223
N  1.04667  -0.03133  -0.19835
P  3.86546  0.00801  -0.01111
H  -2.43276  -0.56215  -0.26396
H  -1.58642  0.99766  -0.20463
H  -0.35928  -1.64496  0.08357
H  3.68361  1.42349  -0.33224

Summary:
M   85.05 Da
Kohn-Sham gap   7.86 eV
Energy above the lowest of the compared OMol25 structures with the same formula, charge and spin   208.8 kJ/mol
E   -512.69637 Ha
SMILES   C=CN=C=P
LUMO   -0.07 eV



ORCA calculation (ωB97M-V/def2-TZVPD) on the ion C3H4NS with charge +1 at a distorted geometry.

Geometry (Å):
C  -1.09745  -0.92496  1.19003
C  0.46219  -2.11671  -1.03988
C  0.57780  0.51670  -0.11110
N  -0.70424  0.12624  0.46062
S  1.24199  -0.76423  -1.27356
H  0.60243  1.52721  -0.42685
H  1.34257  0.53090  0.72303
H  -1.45311  -0.02026  -0.32905
H  -0.97219  1.12509  0.80675

Summary:
M   86.14 Da
Kohn-Sham gap (alpha / beta)   7.57 / 7.83 eV
Energy above the lowest of the compared OMol25 structures with the same formula, charge and spin   928.4 kJ/mol
E   -568.99393 Ha
LUMO (alpha / beta)   -6.31 / -6.89 eV
Charge   +1



ORCA calculation (ωB97M-V/def2-TZVPD) on the ion C3H4NS with charge +1 at a distorted geometry.

Geometry (Å):
C  -0.01457  -0.80010  -1.23286
C  -0.18270  -2.08447  -0.87359
C  -0.01716  -0.02037  0.97018
N  0.03568  0.15167  -0.29288
S  -0.35861  -3.31536  0.02626
H  -0.18922  -0.47473  -2.28339
H  -0.03981  0.84502  1.81365
H  -0.34616  -1.00722  1.18462
H  0.05593  1.17557  -0.65785

Summary:
M   86.14 Da
Kohn-Sham gap   7.90 eV
Energy above the lowest of the compared OMol25 structures with the same formula, charge and spin   161.6 kJ/mol
E   -569.28599 Ha
SMILES   C=[NH+]C=C=S
LUMO   -5.80 eV
Charge   +1



ORCA calculation (ωB97M-V/def2-TZVPD) on a structure of composition C3H4NaO5 at a distorted geometry.

Geometry (Å):
C  2.49148  0.05241  -0.06393
C  1.81283  0.88996  0.73309
O  0.67342  1.62819  0.47412
C  -0.52448  1.12163  0.09148
O  -1.53231  1.66622  0.57484
O  -0.56912  0.05634  -0.57634
O  2.06925  -0.66945  -1.11108
H  3.55780  -0.06288  0.15153
H  2.27991  1.21525  1.66162
H  1.10199  -0.93970  -0.94003
O  -4.01775  -2.08948  -0.14419
H  -4.02419  -2.81110  -0.77130
Na  -3.31883  -0.05739  -0.07980

Summary:
M   143.05 Da
Kohn-Sham gap   6.70 eV
Energy above the lowest of the compared OMol25 structures with the same formula, charge and spin   31.9 kJ/mol
E   -655.29588 Ha
LUMO   2.51 eV
Charge   -1



ORCA calculation (ωB97M-V/def2-TZVPD) on the molecule C3H4O at a distorted geometry.

Geometry (Å):
C  -0.06326  0.14098  -0.05284
C  -0.84789  1.10829  -0.29628
C  0.84842  -0.93107  0.04093
O  -0.14712  -0.92844  1.01853
H  -1.70934  1.34778  0.32643
H  -0.80710  1.75855  -1.03379
H  0.94073  -1.73344  -0.54183
H  1.78556  -0.76266  0.53884

Summary:
M   56.06 Da
Kohn-Sham gap   10.96 eV
Energy above the lowest of the compared OMol25 structures with the same formula, charge and spin   215.0 kJ/mol
E   -191.82810 Ha
SMILES   C=C1CO1
LUMO   1.10 eV



ORCA calculation (ωB97M-V/def2-TZVPD) on a structure of composition C3H4O2 at a distorted geometry.

Geometry (Å):
C  0.68144  -0.50840  0.07950
C  -1.13869  0.14673  -0.00682
C  1.69801  0.33502  -0.18735
O  2.87447  -0.01767  -0.08768
O  -2.11954  -0.64757  -0.11835
H  0.61997  -1.52572  0.20735
H  -1.34025  1.09251  0.33751
H  1.53200  1.36660  -0.53135
H  -2.80741  -0.24150  0.30720

Summary:
M   72.06 Da
Kohn-Sham gap (alpha / beta)   8.59 / 6.89 eV
Energy above the lowest of the compared OMol25 structures with the same formula, charge and spin   526.9 kJ/mol
E   -266.99211 Ha
LUMO (alpha / beta)   -0.18 / -1.07 eV



ORCA calculation (ωB97M-V/def2-TZVPD) on the molecule C3H4O2 at a distorted geometry.

Geometry (Å):
C  -1.65575  1.33247  -0.06010
O  1.42476  -0.33178  0.27184
O  2.20776  -1.31871  -0.40705
C  -0.77954  0.38016  -0.01758
C  0.08677  -0.58070  0.10549
H  3.01362  -1.34638  0.12645
H  -2.06361  1.78398  0.83377
H  -2.02889  1.71491  -1.00293
H  -0.20512  -1.63395  0.15011

Summary:
M   72.06 Da
Kohn-Sham gap   9.98 eV
Energy above the lowest of the compared OMol25 structures with the same formula, charge and spin   473.8 kJ/mol
E   -267.01231 Ha
SMILES   C=C=COO
LUMO   0.93 eV



ORCA calculation (ωB97M-V/def2-TZVPD) on a cluster of 2 separate species, C3H4O2 in total at a distorted geometry.

Geometry (Å):
C  -0.62077  0.50078  -0.25941
C  0.23994  -0.30823  -0.71438
C  0.86620  -2.23813  0.97304
O  -0.11081  -2.98046  2.79347
O  -0.09350  -2.13253  1.77025
H  -0.88671  1.39144  -0.66222
H  -1.00680  0.40227  0.66450
H  0.54055  -0.54011  -1.78383
H  1.72922  -2.91970  1.02131

Summary:
M   72.06 Da
Kohn-Sham gap (alpha / beta)   8.12 / 8.37 eV
Energy above the lowest of the compared OMol25 structures with the same formula, charge and spin   1006.6 kJ/mol
E   -266.80937 Ha
LUMO (alpha / beta)   -1.23 / -0.75 eV



ORCA calculation (ωB97M-V/def2-TZVPD) on the molecule C3H4O2 at a distorted geometry.

Geometry (Å):
C  -0.24613  -0.09103  1.46244
C  0.57587  0.18703  0.48569
C  0.12656  -0.12015  -1.21312
O  -1.19777  -0.27799  -1.45807
O  -0.51821  0.89834  -1.84320
H  0.06425  0.04252  2.48717
H  -1.24705  -0.45099  1.29522
H  1.59500  0.51984  0.55201
H  0.84750  -0.70757  -1.76814

Summary:
M   72.06 Da
Kohn-Sham gap   11.47 eV
Energy above the lowest of the compared OMol25 structures with the same formula, charge and spin   499.1 kJ/mol
E   -267.00270 Ha
SMILES   C=CC1OO1
LUMO   1.12 eV



ORCA calculation (ωB97M-V/def2-TZVPD) on the molecule C3H4O2 at a distorted geometry.

Geometry (Å):
O  1.14349  0.59352  -0.97195
C  0.76744  -0.23781  0.08481
C  -0.31697  0.45567  0.81656
C  -0.69601  -0.50225  -0.17435
O  -1.19766  -0.61289  1.16013
H  1.48617  -0.99936  0.36894
H  -0.45586  1.50259  1.01816
H  0.23506  0.85591  -1.26657
H  -0.96567  -1.05536  -1.03573

Summary:
M   72.06 Da
Kohn-Sham gap   10.30 eV
Energy above the lowest of the compared OMol25 structures with the same formula, charge and spin   450.3 kJ/mol
E   -267.02129 Ha
SMILES   O[C@@H]1[C@H]2O[C@@H]12
LUMO   1.05 eV



ORCA calculation (ωB97M-V/def2-TZVPD) on a structure of composition C3H4O2 at a distorted geometry.

Geometry (Å):
C  0.87639  1.29249  -0.03734
C  0.52117  -0.21727  -0.08701
C  -1.02604  -0.54213  -0.09059
H  -0.01540  2.07599  -0.55980
H  1.95436  1.42348  -0.45573
H  0.99863  1.49699  1.28883
H  -1.15167  -1.62843  -0.05544
O  1.41174  -1.05781  0.05612
O  -1.91362  0.23698  0.07785

Summary:
M   72.06 Da
Kohn-Sham gap   9.18 eV
Energy above the lowest of the compared OMol25 structures with the same formula, charge and spin   222.6 kJ/mol
E   -267.10799 Ha
LUMO   -0.72 eV



ORCA calculation (ωB97M-V/def2-TZVPD) on the molecule C3H4O2 at a distorted geometry.

Geometry (Å):
C  0.51994  0.24597  -0.85651
C  0.09485  0.06997  0.38475
C  0.14198  -0.64052  -1.82846
O  0.21012  -0.51208  -3.01548
O  0.41813  1.17695  1.29922
H  1.15159  1.20363  -0.88747
H  -0.31783  -0.86684  0.83491
H  -0.34221  -1.59021  -1.50325
H  -0.39578  1.55408  1.62829

Summary:
M   72.06 Da
Kohn-Sham gap   10.16 eV
Energy above the lowest of the compared OMol25 structures with the same formula, charge and spin   181.3 kJ/mol
E   -267.12373 Ha
SMILES   O=C/C=C/O
LUMO   0.24 eV



ORCA calculation (ωB97M-V/def2-TZVPD) on a cluster of 2 separate species, C3H4O2 in total at a distorted geometry.

Geometry (Å):
C  1.05499  -1.89264  1.00485
C  2.05727  -1.18350  1.11438
C  -0.55529  1.21902  -1.32842
O  -1.05747  1.27466  -0.01413
O  -1.57759  1.21663  -2.11881
H  0.11365  -2.27610  0.70239
H  2.85181  -0.66616  1.49094
H  -0.45822  1.31405  0.80004
H  -2.42916  0.99404  -1.65125

Summary:
M   72.06 Da
Kohn-Sham gap (alpha / beta)   7.08 / 9.41 eV
Energy above the lowest of the compared OMol25 structures with the same formula, charge and spin   304.8 kJ/mol
Multiplicity   3
E   -266.91355 Ha
LUMO (alpha / beta)   0.79 / -1.38 eV
Expectation value of S²   2.0039



ORCA calculation (ωB97M-V/def2-TZVPD) on a cluster of 2 separate species, C3H4O2S in total at a distorted geometry.

Geometry (Å):
C  0.08384  2.58827  -0.86633
C  0.74429  -1.40067  0.96551
C  -0.02830  -0.47730  0.18902
O  0.65091  1.76003  -0.16875
O  0.65343  -1.40071  -0.47732
S  -1.58709  0.01911  0.09260
H  -0.89626  2.22875  -1.28497
H  1.67321  -1.37147  1.46154
H  0.18863  -2.24744  1.40754
H  -1.48265  0.30144  -1.31884

Summary:
M   104.13 Da
Kohn-Sham gap (alpha / beta)   9.05 / 6.73 eV
Energy above the lowest of the compared OMol25 structures with the same formula, charge and spin   628.3 kJ/mol
E   -665.14631 Ha
LUMO (alpha / beta)   0.48 / -0.34 eV



ORCA calculation (ωB97M-V/def2-TZVPD) on the molecule C3H4O2S at a distorted geometry.

Geometry (Å):
C  0.30025  1.02564  -0.86954
C  -0.21853  0.12612  0.23951
C  0.76925  -0.81865  0.92507
H  1.34324  -0.30096  -1.44612
H  1.06000  1.61504  -0.34401
H  -0.44659  1.70052  -1.24060
H  0.37114  -1.42228  1.78674
O  0.75394  0.30023  -1.97595
O  1.90363  -0.85127  0.49763
S  -1.79339  0.05109  0.70627

Summary:
M   104.13 Da
Kohn-Sham gap   7.72 eV
Energy above the lowest of the compared OMol25 structures with the same formula, charge and spin   169.0 kJ/mol
E   -665.32128 Ha
SMILES   O=CC(=S)CO
LUMO   -1.75 eV



ORCA calculation (ωB97M-V/def2-TZVPD) on the molecule C3H4O2S at a distorted geometry.

Geometry (Å):
C  0.19988  -0.62177  -0.56833
C  0.06629  -0.12291  0.88273
C  -1.19754  -0.62303  -1.10925
H  1.18015  1.01476  -0.88332
H  0.60385  -1.59510  -0.51370
H  -0.58179  -0.74489  1.49315
H  -1.45583  -0.00605  -1.99664
O  1.09744  0.15787  -1.33668
O  -1.98848  -1.34720  -0.57012
S  0.81064  1.19076  1.37025

Summary:
M   104.13 Da
Kohn-Sham gap   8.88 eV
Energy above the lowest of the compared OMol25 structures with the same formula, charge and spin   147.2 kJ/mol
E   -665.32956 Ha
SMILES   O=C[C@@H](O)C=S
LUMO   -0.71 eV



ORCA calculation (ωB97M-V/def2-TZVPD) on the molecule C3H4O2S at a distorted geometry.

Geometry (Å):
C  -0.17832  0.04173  0.33547
C  0.00472  1.46453  -0.26455
C  -0.11195  -0.99824  -0.78414
H  0.66841  -1.36199  1.98216
H  -1.20441  -0.13844  0.71454
H  0.09837  2.32727  0.43300
H  0.64274  -0.89095  -1.52068
O  -0.07934  1.60215  -1.46555
O  -1.04552  -1.76590  -0.89482
S  1.20529  -0.28017  1.46455

Summary:
M   104.13 Da
Kohn-Sham gap   9.99 eV
Energy above the lowest of the compared OMol25 structures with the same formula, charge and spin   133.6 kJ/mol
E   -665.33475 Ha
SMILES   O=CC(S)C=O
LUMO   0.21 eV



ORCA calculation (ωB97M-V/def2-TZVPD) on a cluster of 2 separate species, C3H4O2S in total at a distorted geometry.

Geometry (Å):
C  -2.06546  -0.40770  -0.35013
C  0.40963  0.79386  -0.02070
C  1.29081  -0.38499  0.24548
O  -1.14015  -0.66408  -1.02016
O  -0.36230  1.22326  0.79742
S  -3.22437  -0.02544  0.61242
H  0.60983  1.11317  -1.06571
H  0.92295  -0.90456  1.19438
H  2.23519  0.23595  0.39500
H  1.32386  -0.97947  -0.78802

Summary:
M   104.13 Da
Kohn-Sham gap (alpha / beta)   6.36 / 7.94 eV
Energy above the lowest of the compared OMol25 structures with the same formula, charge and spin   128.6 kJ/mol
Multiplicity   3
E   -665.20152 Ha
LUMO (alpha / beta)   0.80 / -2.46 eV
Expectation value of S²   2.0073